(w)
10
Properties=species:S:1:pos:R:3:lowdin_charge:R:1 method="wB97M-V/def2-TZVPD" homo_ev=-14.8 smiles="N/C=N/[NH3+]" orbital_gap_ev=10.68 total_charge=+1
N -1.6039 0.4260 0.9521 0.15
C -0.4214 0.3256 0.4394 -0.30
N -0.1275 -0.3540 -0.5882 0.00
N 1.2232 -0.5503 -0.9117 0.12
H -1.8556 1.1594 1.6240 0.15
H -2.3291 0.0522 0.3293 0.14
H 0.2362 0.8971 1.0954 0.15
H 1.3086 -1.4088 -1.3933 0.14
H 2.0617 -0.7730 -0.0623 0.29
H 1.5078 0.2258 -1.4847 0.16

=====

(x)
10
Properties=species:S:1:pos:R:3:lowdin_charge:R:1 method="wB97M-V/def2-TZVPD" homo_ev=-16.1 orbital_gap_ev=12.01 total_charge=+1
C 1.0369 -0.7134 -0.0855 0.06
N 1.2895 0.5090 -0.1095 0.11
N -0.8650 -0.8293 -0.0846 0.01
N -1.1022 0.5460 -0.1222 0.04
H 1.5428 -1.6555 -0.0833 0.13
H 2.2321 0.5952 0.0496 0.08
H -0.8423 -1.1538 0.9382 0.13
H -1.5516 0.9556 0.6807 0.17
H -1.5928 0.7632 -1.0320 0.21
H -0.1474 0.9832 -0.1515 0.06

=====

(y)
10
Properties=species:S:1:pos:R:3:lowdin_charge:R:1 method="wB97M-V/def2-TZVPD" homo_ev=-15.7 orbital_gap_ev=11.15 total_charge=+1
C 0.3160 -0.5911 0.6024 -0.17
N -0.4977 -1.4685 -0.0026 0.16
N 0.4663 0.5875 0.1528 -0.10
N -0.3247 1.1627 -0.7614 0.05
H 0.7541 -1.0544 1.4916 0.17
H -0.0783 -2.4248 0.1964 0.16
H 1.2995 1.4389 0.9213 0.35
H -0.9156 1.9662 -0.3265 0.18
H 0.0702 1.6812 -1.4687 0.08
H -1.0899 -1.2978 -0.8053 0.13

=====

What should be chosen as the least stable of them? Choose (x).

=====

(w)
39
Properties=species:S:1:pos:R:3:lowdin_charge:R:1 method="wB97M-V/def2-TZVPD" homo_ev=-9.2 smiles="CN(C1CCCCC1)S(=O)(=O)Cc1ccccc1" orbital_gap_ev=9.91
C 0.4370 -1.9846 0.1993 -0.06
N -0.4465 -0.8450 0.6415 -0.22
C -1.3898 -0.2200 -0.3057 -0.33
C -2.8516 -0.6348 -0.0021 -0.15
C -3.9437 -0.0516 -0.9071 -0.24
C -3.6574 -0.1102 -2.3303 -0.22
C -2.1942 0.2455 -2.7794 -0.13
C -1.0850 -0.4556 -1.8575 -0.10
S -0.1602 -0.1268 2.2089 0.71
O -1.4524 0.3395 2.7817 -0.33
O 0.6563 -1.0095 3.0312 -0.31
C 0.8576 1.3251 1.9342 -0.19
C 2.2793 1.0839 1.3271 -0.24
C 3.3332 1.1383 2.2339 -0.02
C 4.6309 0.7457 1.7909 -0.08
C 4.8650 0.4653 0.4853 -0.13
C 3.8527 0.5543 -0.4403 -0.06
C 2.5354 0.9484 -0.0227 -0.03
H 1.0068 -2.3238 1.1632 0.12
H 1.2209 -1.6742 -0.4073 0.04
H -0.0493 -2.7326 -0.3119 0.05
H -1.3210 0.8749 -0.1310 0.14
H -3.0693 -0.2598 1.0809 0.13
H -3.0030 -1.7277 -0.0390 0.12
H -4.8970 -0.5190 -0.6577 0.11
H -4.1635 0.9701 -0.6150 0.11
H -3.8423 -1.1437 -2.6223 0.11
H -4.3203 0.4486 -2.9135 0.09
H -2.0430 1.3174 -2.7050 0.10
H -2.2075 0.0228 -3.8040 0.08
H -0.0509 -0.0303 -1.9232 0.10
H -1.0413 -1.5066 -2.1044 0.10
H 0.8657 1.8251 2.9183 0.11
H 0.1986 2.0116 1.3010 0.12
H 3.2003 1.2481 3.2959 0.11
H 5.5335 0.6709 2.4241 0.11
H 5.8218 -0.0219 0.2308 0.12
H 4.0919 0.1551 -1.4079 0.10
H 1.8026 0.9871 -0.7609 0.08

=====

(x)
39
Properties=species:S:1:pos:R:3:lowdin_charge:R:1 method="wB97M-V/def2-TZVPD" homo_ev=-8.8 smiles="CN(C1CCCCC1)S(=O)(=O)Cc1ccccc1" orbital_gap_ev=9.44
C 2.4190 2.0066 1.8646 -0.16
N 1.4546 1.3513 1.0551 -0.24
C -0.0548 1.7364 1.1813 -0.26
C -0.7018 1.9655 -0.1859 -0.15
C -2.2166 2.3745 -0.0586 -0.17
C -2.8406 1.7091 1.1928 -0.22
C -2.2254 0.3662 1.4869 -0.21
C -0.7072 0.5342 1.8266 -0.15
S 2.1847 0.4074 -0.3381 0.75
O 1.5128 0.6894 -1.6120 -0.32
O 3.6150 0.7213 -0.3295 -0.33
C 1.9384 -1.3991 0.0085 -0.19
C 1.1094 -2.0510 -1.0132 -0.28
C 1.7079 -2.4880 -2.2547 -0.02
C 0.9459 -3.1973 -3.1728 -0.06
C -0.3992 -3.4913 -2.8817 -0.09
C -1.0117 -3.1269 -1.7125 -0.07
C -0.2636 -2.3173 -0.7799 -0.01
H 1.9244 2.2440 2.8455 0.10
H 3.2994 1.4216 1.9858 0.05
H 2.7133 3.0503 1.3748 0.12
H -0.2083 2.6363 1.8401 0.16
H -0.2371 2.7373 -0.7674 0.11
H -0.7193 1.0634 -0.7092 0.08
H -2.8109 2.1971 -0.9404 0.10
H -2.2694 3.4715 -0.0060 0.10
H -2.6468 2.3574 2.0433 0.10
H -3.9807 1.5814 1.0498 0.14
H -2.7467 -0.1155 2.2998 0.10
H -2.4244 -0.2322 0.5882 0.10
H -0.8564 0.6461 2.8842 0.11
H -0.2411 -0.3964 1.5583 0.07
H 1.4806 -1.4077 1.0788 0.12
H 2.9742 -1.8346 0.0227 0.12
H 2.7072 -2.1433 -2.4582 0.12
H 1.4591 -3.5188 -4.0141 0.08
H -1.0504 -4.0323 -3.5618 0.10
H -1.9776 -3.3725 -1.5122 0.07
H -0.8558 -2.1444 0.1210 0.10

=====

What should be chosen as the least stable of them? Choose (x).

=====

(w)
63
Properties=species:S:1:pos:R:3:lowdin_charge:R:1 method="wB97M-V/def2-TZVPD" homo_ev=-8.1 orbital_gap_ev=8.39
C -2.7883 -3.0229 2.3903 -0.04
C -1.2888 -2.6876 2.6381 -0.23
O -1.2801 -1.3577 3.1011 -0.08
H -2.8221 -3.9965 1.9014 0.07
H -3.2926 -2.2925 1.7575 0.09
H -3.4266 -3.1678 3.2619 0.08
H -0.7963 -2.7680 1.6691 0.09
H -0.8008 -3.3206 3.3793 0.13
H -2.0313 -1.2150 3.6816 0.08
C 4.9307 -0.9224 -1.9914 -0.07
C 4.4534 -0.1063 -0.8381 -0.28
O 3.0601 -0.3928 -0.6402 -0.16
H 6.0190 -0.9384 -1.9328 0.08
H 4.4430 -0.5566 -2.8950 0.08
H 4.5105 -1.9035 -1.7698 0.08
H 4.6590 0.9489 -1.0180 0.11
H 4.9295 -0.3366 0.1150 0.12
H 3.0880 -1.1149 -0.0083 0.11
C 0.9044 -0.0066 0.2584 -0.08
C -0.3065 -0.8943 0.2285 -0.22
O -1.1979 -0.3656 1.1868 -0.18
H 1.3950 -0.0154 1.2317 0.12
H 0.6625 0.9872 -0.1184 0.03
H 1.6561 -0.3261 -0.4635 0.01
H -0.0329 -1.9213 0.4706 0.11
H -0.8905 -0.9408 -0.6907 0.12
H -1.3889 -1.0913 1.7856 -0.02
C -2.9410 0.9571 1.8112 -0.07
C -3.0930 0.7737 3.3088 -0.28
O -4.3497 0.1534 3.6033 -0.08
H -2.8444 0.0511 1.2129 0.08
H -2.0153 1.4879 1.5888 0.08
H -3.7681 1.4900 1.3421 0.09
H -3.0802 1.7960 3.6867 0.11
H -2.2865 0.2627 3.8347 0.09
H -4.7293 0.4960 4.4158 0.08
C 1.1472 -0.1471 -3.0017 -0.04
C 1.0612 -1.6970 -2.7009 -0.27
O -0.2305 -2.0919 -2.2805 -0.09
H 0.8403 0.3965 -2.1081 0.01
H 0.4173 0.0545 -3.7857 0.09
H 2.1113 0.1928 -3.3800 0.08
H 1.8297 -2.0650 -2.0212 0.09
H 1.2973 -2.1721 -3.6531 0.10
H -0.2447 -2.7525 -1.5841 0.08
C 0.9349 2.6008 -1.2573 -0.12
C 2.0923 2.4759 -0.3173 -0.30
O 2.4368 3.7868 -0.0601 -0.07
H 1.2722 2.7663 -2.2805 0.12
H 0.1469 3.3137 -1.0147 0.10
H 0.4751 1.6267 -1.4238 -0.02
H 2.9739 2.0883 -0.8279 0.10
H 1.9125 2.0114 0.6523 0.12
H 2.9716 3.8419 0.7352 0.08
C -2.7078 1.2929 -1.7434 -0.02
C -1.2596 1.5956 -1.2257 -0.30
O -1.0611 1.4039 0.1789 -0.15
H -3.5164 1.5422 -1.0563 0.06
H -2.6380 0.2250 -1.9501 0.06
H -3.0619 1.8036 -2.6390 0.06
H -0.9894 2.6398 -1.3827 0.08
H -0.5168 1.0408 -1.7989 0.06
H -0.9543 0.4838 0.4312 -0.15

=====

(x)
63
Properties=species:S:1:pos:R:3:lowdin_charge:R:1 method="wB97M-V/def2-TZVPD" homo_ev=-9.9 smiles=CCO.CCO.CCO.CCO.CCO.CCO.CCO orbital_gap_ev=10.26
C 2.7258 -1.3374 3.0509 -0.07
C 3.5622 -0.2673 2.2361 -0.30
O 2.8284 0.7613 1.6072 -0.09
H 2.1852 -2.0130 2.3740 0.06
H 1.9416 -0.8146 3.6760 0.07
H 3.3955 -1.8547 3.6969 0.05
H 4.2844 -0.8175 1.6010 0.11
H 4.1902 0.2967 2.9312 0.10
H 2.4676 0.3746 0.8091 0.03
C -5.0230 -0.9761 0.0135 -0.11
C -5.6777 -2.2317 0.4757 -0.33
O -6.1594 -3.0548 -0.5983 -0.09
H -5.7718 -0.4167 -0.5771 0.08
H -4.1940 -1.0721 -0.6982 0.07
H -4.8234 -0.3946 0.8939 0.06
H -6.5937 -1.9723 1.0044 0.11
H -5.0198 -2.7764 1.2003 0.12
H -5.4992 -3.7224 -0.8262 0.08
C 3.5323 -3.3365 -1.5846 -0.08
C 2.2102 -3.3425 -2.3793 -0.32
O 1.1167 -3.3750 -1.5197 -0.08
H 3.5032 -4.0233 -0.7311 0.08
H 3.7069 -2.3008 -1.2484 0.06
H 4.4193 -3.5446 -2.1353 0.05
H 2.2342 -4.2742 -2.9854 0.12
H 2.1242 -2.4332 -2.9740 0.10
H 1.0218 -2.5273 -1.1034 0.02
C -0.6274 0.7841 -4.2703 -0.07
C 0.7502 1.4875 -4.1185 -0.25
O 1.8000 0.7197 -3.4525 -0.09
H -0.5652 -0.2040 -4.7008 0.07
H -1.2925 1.3792 -4.9316 0.08
H -1.1275 0.8222 -3.2950 0.05
H 0.6472 2.4299 -3.5422 0.10
H 1.1026 1.7313 -5.1489 0.11
H 2.4102 0.3676 -4.0656 0.06
C 1.2601 2.8769 -0.2363 -0.09
C 0.0770 3.7038 -0.6358 -0.31
O -0.8176 2.8236 -1.3188 -0.10
H 1.0128 2.1040 0.5026 0.06
H 2.1228 3.3790 0.1843 0.08
H 1.7168 2.4340 -1.1645 0.09
H 0.3619 4.5939 -1.2088 0.11
H -0.4895 4.0250 0.2465 0.11
H -1.6656 3.2709 -1.4027 0.09
C -0.5956 2.7462 4.7685 -0.08
C -0.6778 1.5335 3.8461 -0.33
O -1.9355 0.8647 3.7588 -0.09
H -1.1594 2.5353 5.6801 0.08
H -1.0908 3.5822 4.2463 0.07
H 0.4485 3.0530 4.8633 0.08
H -0.0195 0.7029 4.1170 0.10
H -0.3724 1.8002 2.8005 0.10
H -2.6216 1.4492 3.4501 0.07
C -0.5983 -0.8189 0.7498 -0.05
C -0.2214 -0.5103 -0.6825 -0.31
O 1.1926 -0.4317 -0.7297 -0.11
H -1.6672 -0.8811 1.0020 0.08
H -0.1804 -0.1000 1.4443 0.05
H -0.0743 -1.7629 1.0013 0.08
H -0.6540 0.4423 -0.9741 0.09
H -0.5550 -1.3087 -1.3571 0.11
H 1.4181 -0.1782 -1.6354 0.06

=====

What should be chosen as the least stable of them? Choose (w).